Arrangement i

Below is the molecule C5H10O4, with properties calculated with ωB97M-V/def2-TZVPD.

Calculated values
SMILES: CCO[C@](O)(C=O)OC
Lowest unoccupied orbital energy: 0.9 eV
Gap between HOMO and LUMO: 10.90 eV

ORCA input file:
```
! wB97M-V def2-TZVPD RIJCOSX def2/J DEFGRID3
* xyz 0 1
C -2.29 0.88 -0.57
C -1.28 -0.03 -1.25
O -0.78 -1.02 -0.34
C 0.47 -0.78 0.18
O 1.47 -0.87 -0.76
C 0.70 -1.81 1.30
O 1.69 -2.48 1.33
O 0.49 0.47 0.85
C 1.63 1.29 0.69
H -2.68 1.60 -1.29
H -3.11 0.29 -0.18
H -1.82 1.41 0.25
H -0.44 0.54 -1.66
H -1.75 -0.59 -2.06
H 2.05 -1.62 -0.52
H -0.08 -1.82 2.06
H 1.44 2.16 1.31
H 2.54 0.78 1.02
H 1.76 1.60 -0.35
*
```

Atomic partial charges in e from the Mulliken method, atoms 1 to 6: number 1, C, carries -1.06; number 2, C, carries -0.24; number 3, O, carries -0.44; number 4, C, carries 0.86; number 5, O, carries -0.56; number 6, C, carries -0.14

***

Arrangement ii

Below is the molecule C5H10O4, with properties calculated with ωB97M-V/def2-TZVPD.

Calculated values
SMILES: C=CC(O)(O)O[C@H](C)O
Lowest unoccupied orbital energy: 0.7 eV
Gap between HOMO and LUMO: 10.88 eV

ORCA input file:
```
! wB97M-V def2-TZVPD RIJCOSX def2/J DEFGRID3
* xyz 0 1
C 1.95 -1.42 -0.52
C 1.52 -0.66 0.47
C 1.02 0.75 0.27
O 1.69 1.38 -0.77
O 1.24 1.42 1.47
O -0.35 0.84 -0.09
C -1.25 -0.21 0.19
C -2.30 -0.22 -0.92
O -1.89 -0.03 1.41
H 2.33 -2.41 -0.34
H 1.94 -1.07 -1.54
H 1.55 -0.97 1.50
H 1.06 1.92 -1.25
H 1.09 2.37 1.35
H -0.69 -1.16 0.19
H -2.76 0.76 -0.97
H -3.06 -0.96 -0.67
H -1.83 -0.47 -1.86
H -1.23 0.14 2.10
*
```

Atomic partial charges in e from the Mulliken method, atoms 1 to 6: number 1, C, carries -0.65; number 2, C, carries -0.69; number 3, C, carries 1.06; number 4, O, carries -0.55; number 5, O, carries -0.52; number 6, O, carries -0.43

***

Energies in eV, measured from the most stable structure: arrangement i 0.246; arrangement ii 0.000.

***

Arrangement i

Below is a structure of composition C2H8NO3PS, with properties calculated with ωB97M-V/def2-TZVPD.

Calculated values
Lowest unoccupied orbital energy: 0.6 eV
Gap between HOMO and LUMO: 9.38 eV

ORCA input file:
```
! wB97M-V def2-TZVPD RIJCOSX def2/J DEFGRID3
* xyz 0 1
C -2.00 -0.98 0.81
C -0.79 0.93 -1.77
N 2.88 -0.12 1.34
O 2.04 -0.79 -0.98
O 0.24 0.74 0.61
O -2.22 0.34 0.31
P 2.25 0.38 -0.20
S -0.93 1.37 -0.04
H -1.23 -0.85 1.61
H -1.66 -1.60 -0.02
H -2.90 -1.49 1.24
H 0.02 0.32 -1.71
H -0.49 1.78 -2.30
H -1.69 0.38 -2.29
H 2.97 -1.06 1.71
H 3.52 0.63 1.66
*
```

Atomic partial charges in e from the Mulliken method, atoms 1 to 6: number 1, C, carries -0.51; number 2, C, carries -0.71; number 3, N, carries -0.46; number 4, O, carries -0.51; number 5, O, carries -0.40; number 6, O, carries -0.32

***

Arrangement ii

Below is a cluster of 2 separate species, C2H8NO3PS in total, with properties calculated with ωB97M-V/def2-TZVPD.

Calculated values
SMILES: OP(O)S.C=NOC
Lowest unoccupied orbital energy: 0.8 eV
Gap between HOMO and LUMO: 9.82 eV

ORCA input file:
```
! wB97M-V def2-TZVPD RIJCOSX def2/J DEFGRID3
* xyz 0 1
O -0.66 -0.78 -3.42
P -0.72 -0.81 -1.80
O 0.58 0.24 -1.62
S -2.32 0.60 -1.55
H 0.16 -0.40 -3.68
H 0.58 0.33 -0.68
H -3.44 -0.17 -1.24
C 1.67 -1.53 1.20
N 0.72 -0.76 1.63
O 0.74 0.60 1.25
C -0.21 1.44 1.81
H 1.71 -2.49 1.62
H 2.51 -1.06 0.56
H -0.10 1.48 2.88
H -1.12 0.86 1.62
H -0.10 2.43 1.44
*
```

Atomic partial charges in e from the Mulliken method, atoms 1 to 6: number 1, O, carries -0.43; number 2, P, carries 0.42; number 3, O, carries -0.49; number 4, S, carries -0.33; number 5, H, carries 0.31; number 6, H, carries 0.37

***

Energies in eV, measured from the most stable structure: arrangement i 0.000; arrangement ii 0.273.

***

Arrangement i

Below is a structure of composition C3H6N3O, with properties calculated with ωB97M-V/def2-TZVPD.

Calculated values
Lowest unoccupied orbital energy: -4.5 eV
Gap between HOMO and LUMO: 8.51 eV

ORCA input file:
```
! wB97M-V def2-TZVPD RIJCOSX def2/J DEFGRID3
* xyz 1 1
C -0.90 0.65 0.45
C 1.11 -0.73 -0.39
C 0.54 0.16 0.64
N -3.08 -0.29 -0.07
N -1.96 -0.65 -0.33
N 1.73 0.60 -0.14
O -1.34 1.74 0.63
H 1.85 -1.48 -0.08
H 0.49 -1.00 -1.21
H 0.91 -0.07 1.62
H -3.66 -0.98 -0.56
H 2.60 0.65 0.35
H 1.72 1.40 -0.91
*
```

Atomic partial charges in e from the Mulliken method, atoms 1 to 6: number 1, C, carries 0.27; number 2, C, carries -0.40; number 3, C, carries 0.12; number 4, N, carries -0.39; number 5, N, carries 0.01; number 6, N, carries -0.23

***

Arrangement ii

Below is the ion C3H6N3O with charge +1, with properties calculated with ωB97M-V/def2-TZVPD.

Calculated values
Lowest unoccupied orbital energy: -6.5 eV
Gap between HOMO and LUMO: 7.03 eV

ORCA input file:
```
! wB97M-V def2-TZVPD RIJCOSX def2/J DEFGRID3
* xyz 1 1
C 0.09 1.06 0.31
C 0.58 -0.20 0.24
C 1.22 -1.44 -0.03
N -1.20 1.49 0.14
N -2.28 0.70 -0.05
N -2.31 -0.58 -0.34
O -3.38 -1.14 -0.41
H 0.73 1.75 0.74
H 0.16 -1.93 0.04
H 1.98 -1.94 0.65
H 1.61 -1.58 -1.02
H -1.55 2.44 0.22
H -3.27 1.15 0.03
*
```

Atomic partial charges in e from the Mulliken method, atoms 1 to 6: number 1, C, carries 0.03; number 2, C, carries 0.15; number 3, C, carries -0.58; number 4, N, carries -0.10; number 5, N, carries 0.05; number 6, N, carries 0.08

***

Energies in eV, measured from the most stable structure: arrangement i 0.000; arrangement ii 3.197.

***

Arrangement i

Below is the ion C7H12NO with charge +1, with properties calculated with ωB97M-V/def2-TZVPD.

Calculated values
SMILES: C#C[C@@]1(C)[NH2+][C@@H](C)CO1
Lowest unoccupied orbital energy: -3.6 eV
Gap between HOMO and LUMO: 11.25 eV

ORCA input file:
```
! wB97M-V def2-TZVPD RIJCOSX def2/J DEFGRID3
* xyz 1 1
C 1.84 1.95 -0.13
C 1.13 1.22 0.48
C 0.01 0.56 1.07
C -0.68 1.53 1.98
N -0.94 0.26 -0.48
C -0.53 -1.19 -0.76
C 0.22 -1.31 -2.05
C 0.35 -1.60 0.47
O 0.10 -0.69 1.52
H 2.74 2.47 -0.52
H -0.72 1.21 3.08
H -1.69 1.59 1.63
H -0.20 2.60 1.91
H -0.77 0.97 -1.14
H -1.96 0.22 -0.32
H -1.44 -1.66 -0.67
H 1.09 -0.63 -2.05
H -0.60 -1.01 -2.81
H 0.57 -2.26 -2.05
H 0.02 -2.59 0.85
H 1.46 -1.64 -0.01
*
```

Atomic partial charges in e from the Mulliken method, atoms 1 to 6: number 1, C, carries 0.18; number 2, C, carries -1.40; number 3, C, carries 1.76; number 4, C, carries -1.24; number 5, N, carries -0.46; number 6, C, carries 0.06

***

Arrangement ii

Below is a cluster of 2 separate species, C7H12NO in total, with properties calculated with ωB97M-V/def2-TZVPD.

Calculated values
Lowest unoccupied orbital energy: -3.0 eV
Gap between HOMO and LUMO: 9.92 eV

ORCA input file:
```
! wB97M-V def2-TZVPD RIJCOSX def2/J DEFGRID3
* xyz 1 1
C 3.64 0.18 0.68
C 2.48 -0.10 -0.31
C 1.49 0.68 -0.43
C -1.07 -1.75 -0.01
C -0.52 -1.17 -1.32
C -1.33 -0.40 -0.63
C -2.72 0.98 0.76
N -1.88 0.92 -0.50
O 0.62 1.42 -0.75
H 3.23 1.00 1.38
H 4.60 0.45 0.28
H 2.36 -1.19 -0.59
H -1.84 -2.51 0.09
H -0.41 -1.81 0.90
H 3.60 -0.69 1.31
H 0.14 -1.33 -2.18
H -2.07 1.18 1.52
H -3.51 1.61 0.54
H -3.19 -0.04 1.01
H -1.06 1.63 -0.53
H -2.57 0.94 -1.25
*
```

Atomic partial charges in e from the Mulliken method, atoms 1 to 6: number 1, C, carries -1.02; number 2, C, carries -0.30; number 3, C, carries 0.72; number 4, C, carries -0.53; number 5, C, carries -0.53; number 6, C, carries 0.01

***

Energies in eV, measured from the most stable structure: arrangement i 0.000; arrangement ii 1.527.

***

Arrangement i

Below is a cluster of 8 separate species, H18NO7 in total, with properties calculated with ωB97M-V/def2-TZVPD.

Calculated values
Lowest unoccupied orbital energy: -3.3 eV
Gap between HOMO and LUMO: 11.37 eV

ORCA input file:
```
! wB97M-V def2-TZVPD RIJCOSX def2/J DEFGRID3
* xyz 1 1
N 0.13 0.33 -0.28
H 0.37 -0.62 -0.55
H -0.03 0.85 -0.99
H 0.87 0.64 0.24
H -0.68 0.04 0.31
O 1.07 -2.36 1.06
H 0.40 -2.40 2.01
H 0.45 -3.03 0.61
O 0.83 3.15 -0.89
H 1.34 3.68 -1.61
H -0.09 3.47 -0.75
O -2.24 -0.50 -1.73
H -2.22 -1.33 -2.21
H -2.64 -0.89 -0.91
O 2.21 -1.25 -2.19
H 2.92 -0.92 -2.63
H 1.57 -1.10 -2.81
O 3.20 0.55 0.99
H 3.30 -0.27 1.35
H 3.96 0.53 0.31
O -2.98 1.24 1.06
H -2.38 1.61 1.73
H -3.20 1.95 0.46
O -1.78 -0.97 2.64
H -2.45 -0.57 2.11
H -1.96 -1.82 2.66
*
```

Atomic partial charges in e from the Mulliken method, atoms 1 to 6: number 1, N, carries -0.28; number 2, H, carries 0.28; number 3, H, carries 0.37; number 4, H, carries 0.27; number 5, H, carries 0.29; number 6, O, carries -0.68

***

Arrangement ii

Below is a cluster of 8 separate species, H18NO7 in total, with properties calculated with ωB97M-V/def2-TZVPD.

Calculated values
Lowest unoccupied orbital energy: -3.2 eV
Gap between HOMO and LUMO: 11.73 eV

ORCA input file:
```
! wB97M-V def2-TZVPD RIJCOSX def2/J DEFGRID3
* xyz 1 1
N -0.10 0.27 -0.91
H -0.33 0.16 -1.87
H -0.48 -0.67 -0.46
H -0.66 1.01 -0.38
H 0.90 0.26 -0.90
O 2.36 -0.18 -2.84
H 3.17 -0.04 -2.29
H 2.49 -1.07 -3.19
O -2.22 0.82 1.48
H -1.61 0.57 2.26
H -2.57 1.72 1.39
O 1.77 1.29 1.61
H 1.15 1.75 2.11
H 2.54 1.75 1.43
O 0.63 -2.91 -0.88
H 1.18 -3.24 -0.25
H -0.11 -3.43 -0.54
O 0.10 3.80 -0.48
H 1.01 4.17 -0.57
H 0.04 4.27 0.36
O -0.11 -1.62 2.15
H -0.31 -0.99 2.70
H -0.19 -2.32 2.78
O -2.94 -1.63 -1.34
H -3.15 -1.37 -0.39
H -2.58 -2.37 -0.98
*
```

Atomic partial charges in e from the Mulliken method, atoms 1 to 6: number 1, N, carries -0.43; number 2, H, carries 0.38; number 3, H, carries 0.31; number 4, H, carries 0.33; number 5, H, carries 0.33; number 6, O, carries -0.66

***

Energies in eV, measured from the most stable structure: arrangement i 0.257; arrangement ii 0.000.

***

Arrangement i

Below is a cluster of 2 separate species, C6H8S in total, with properties calculated with ωB97M-V/def2-TZVPD.

Calculated values
Lowest unoccupied orbital energy: -1.2 eV
Gap between HOMO and LUMO: 7.40 eV

ORCA input file:
```
! wB97M-V def2-TZVPD RIJCOSX def2/J DEFGRID3
* xyz 0 1
C -1.05 -1.24 0.00
C -1.89 -2.21 0.04
C 0.39 -1.21 -0.56
C -0.91 0.24 0.24
C 0.38 0.31 -0.62
C 1.66 0.96 -0.05
S -2.16 1.40 -0.09
H 1.10 -1.53 0.37
H 0.46 -1.79 -1.49
H -0.82 0.05 2.34
H 0.19 0.72 -1.53
H 1.77 0.53 0.86
H 1.44 1.92 0.19
H 2.43 0.71 -0.66
H -2.98 1.14 0.98
*
```

Atomic partial charges in e from the Mulliken method, atoms 1 to 6: number 1, C, carries 0.26; number 2, C, carries -0.31; number 3, C, carries -0.46; number 4, C, carries -0.18; number 5, C, carries -0.15; number 6, C, carries -1.80

***

Arrangement ii

Below is the molecule C6H8S, with properties calculated with ωB97M-V/def2-TZVPD.

Calculated values
SMILES: C#CC(=C)CSC
Lowest unoccupied orbital energy: 0.9 eV
Gap between HOMO and LUMO: 9.51 eV

ORCA input file:
```
! wB97M-V def2-TZVPD RIJCOSX def2/J DEFGRID3
* xyz 0 1
C -1.02 1.56 1.77
C -0.08 1.28 1.06
C 0.94 0.86 0.21
C 1.97 1.65 -0.04
C 0.84 -0.52 -0.53
S -0.84 -0.61 -1.39
C -1.71 -2.01 -0.50
H -1.76 2.01 2.26
H 2.81 1.57 -0.70
H 1.91 2.56 0.48
H 1.48 -0.46 -1.39
H 1.22 -1.28 0.12
H -2.55 -2.18 -1.20
H -2.22 -1.66 0.36
H -0.99 -2.79 -0.50
*
```

Atomic partial charges in e from the Mulliken method, atoms 1 to 6: number 1, C, carries -0.03; number 2, C, carries -0.48; number 3, C, carries 0.45; number 4, C, carries -1.07; number 5, C, carries -0.75; number 6, S, carries -0.09

***

Energies in eV, measured from the most stable structure: arrangement i 5.921; arrangement ii 0.000.